# 1
{"formula": "C39H83N2O10Si", "method": "wB97M-V/def2-TZVPD", "total_charge": -1, "homo_ev": -4.8, "elements": ["C", "Si", "C", "C", "C", "C", "C", "C", "C", "C", "C", "C", "C", "C", "O", "O", "N", "C", "N", "C", "O", "O", "C", "C", "C", "C", "C", "C", "H", "H", "H", "H", "H", "H", "H", "H", "H", "H", "H", "H", "H", "H", "H", "H", "H", "H", "H", "H", "H", "H", "H", "H", "H", "H", "H", "H", "H", "H", "H", "H", "H", "H", "H", "C", "C", "C", "O", "H", "H", "H", "H", "H", "H", "H", "H", "C", "C", "C", "O", "H", "H", "H", "H", "H", "H", "H", "H", "C", "C", "C", "O", "H", "H", "H", "H", "H", "H", "H", "H", "C", "C", "C", "O", "H", "H", "H", "H", "H", "H", "H", "H", "C", "C", "C", "O", "H", "H", "H", "H", "H", "H", "H", "H", "C", "C", "C", "O", "H", "H", "H", "H", "H", "H", "H", "H"], "xyz": [[1.534, -1.892, 3.854], [2.227, -0.990, 2.339], [4.121, -1.160, 2.433], [1.696, 0.810, 2.417], [2.652, 1.864, 1.808], [2.265, 2.374, 0.412], [0.804, 2.810, 0.262], [0.311, 3.705, 1.393], [-1.109, 4.259, 1.185], [-2.165, 3.207, 0.817], [-2.545, 2.355, 2.023], [-3.385, 1.112, 1.717], [-4.714, 1.553, 1.049], [-4.845, 1.556, -0.463], [-4.730, 2.532, -1.162], [-5.207, 0.383, -1.010], [-3.736, 0.524, 3.048], [-3.990, -0.921, 3.070], [-5.135, -1.309, 2.237], [-2.526, 0.081, 0.886], [-3.157, -0.818, 0.295], [-1.283, 0.208, 0.981], [1.681, -1.875, 0.779], [1.593, -3.272, 0.767], [1.230, -3.957, -0.387], [0.947, -3.261, -1.557], [1.009, -1.874, -1.560], [1.375, -1.199, -0.403], [0.813, -1.269, 4.386], [1.061, -2.838, 3.590], [2.350, -2.100, 4.552], [4.631, -0.237, 2.705], [4.376, -1.955, 3.136], [4.496, -1.474, 1.456], [0.687, 0.874, 2.003], [1.599, 1.023, 3.488], [2.691, 2.730, 2.473], [3.673, 1.479, 1.753], [2.520, 1.624, -0.342], [2.903, 3.238, 0.185], [0.172, 1.927, 0.157], [0.698, 3.378, -0.670], [0.997, 4.562, 1.455], [0.359, 3.201, 2.360], [-1.447, 4.752, 2.103], [-1.104, 5.033, 0.414], [-3.053, 3.749, 0.483], [-1.831, 2.590, -0.016], [-1.662, 2.050, 2.589], [-3.150, 2.982, 2.694], [-5.495, 0.912, 1.446], [-4.939, 2.573, 1.368], [-5.035, -0.314, -0.353], [-2.898, 0.674, 3.602], [-3.098, -1.496, 2.796], [-4.222, -1.182, 4.108], [-5.822, -1.780, 2.812], [-4.817, -1.971, 1.541], [1.817, -3.850, 1.657], [1.185, -5.039, -0.380], [0.668, -3.793, -2.459], [0.786, -1.287, -2.440], [1.401, -0.119, -0.417], [-0.337, -8.834, -0.575], [0.841, -8.721, 0.380], [0.587, -9.497, 1.664], [1.133, -7.358, 0.682], [-1.237, -8.417, -0.114], [-0.144, -8.272, -1.489], [-0.534, -9.874, -0.837], [1.742, -9.101, -0.106], [-0.291, -9.101, 2.184], [1.438, -9.404, 2.339], [0.417, -10.556, 1.464], [0.363, -6.973, 1.117], [-4.628, 7.156, -1.340], [-4.037, 7.567, 0.000], [-3.946, 9.077, 0.148], [-2.757, 6.967, 0.178], [-3.995, 7.514, -2.157], [-4.685, 6.070, -1.414], [-5.629, 7.571, -1.476], [-4.652, 7.166, 0.806], [-3.292, 9.498, -0.624], [-3.527, 9.328, 1.120], [-4.927, 9.547, 0.063], [-2.174, 7.287, -0.518], [-2.901, 9.094, 5.029], [-3.659, 9.983, 4.056], [-4.266, 11.193, 4.750], [-4.665, 9.237, 3.377], [-3.579, 8.710, 5.796], [-2.472, 8.239, 4.506], [-2.098, 9.641, 5.524], [-2.979, 10.320, 3.271], [-4.984, 10.871, 5.510], [-4.798, 11.818, 4.032], [-3.499, 11.797, 5.238], [-5.290, 8.913, 4.035], [2.379, -0.672, -5.733], [2.147, 0.537, -4.840], [2.670, 1.816, -5.478], [2.739, 0.335, -3.562], [3.447, -0.824, -5.908], [1.994, -1.576, -5.260], [1.891, -0.549, -6.702], [1.079, 0.644, -4.642], [3.749, 1.741, -5.641], [2.488, 2.669, -4.824], [2.191, 2.005, -6.440], [3.688, 0.230, -3.681], [4.035, -7.992, 3.972], [4.889, -8.502, 2.821], [5.600, -7.361, 2.108], [4.092, -9.246, 1.902], [3.264, -7.314, 3.595], [3.536, -8.821, 4.474], [4.637, -7.452, 4.705], [5.627, -9.212, 3.200], [4.868, -6.667, 1.686], [6.208, -7.743, 1.289], [6.243, -6.805, 2.792], [3.427, -8.640, 1.548], [2.455, -4.858, -8.839], [2.805, -3.381, -8.742], [3.330, -2.840, -10.064], [3.748, -3.156, -7.698], [3.346, -5.442, -9.090], [2.076, -5.223, -7.884], [1.701, -5.039, -9.606], [1.918, -2.818, -8.447], [4.245, -3.366, -10.350], [3.568, -1.780, -9.974], [2.598, -2.967, -10.863], [4.553, -3.639, -7.913]], "forces_ev_per_a": [[0.2, 0.1, 0.0], [0.0, 0.0, 0.1], [-0.2, -0.1, -0.3], [0.4, 0.0, 0.0], [-0.3, 0.1, -0.1], [0.2, 0.2, 0.0], [0.0, -0.1, 0.0], [-0.1, 0.3, -0.1], [0.0, -0.3, -0.1], [-0.1, 0.4, 0.3], [-0.3, 0.1, 0.2], [0.2, 0.1, -0.1], [-0.2, 0.0, 0.0], [0.1, -0.3, 0.0], [-0.1, 0.1, 0.0], [-0.2, 0.2, -0.1], [0.2, 0.0, -0.4], [-0.2, 0.0, 0.2], [0.1, -0.3, 0.3], [0.4, 0.2, 0.4], [-0.3, -0.3, -0.2], [-0.3, -0.1, 0.0], [-0.1, -0.2, 0.0], [0.0, 0.0, -0.3], [0.1, 0.0, -0.1], [0.0, 0.2, 0.1], [0.1, 0.0, 0.2], [0.0, 0.0, 0.1], [-0.1, -0.1, -0.1], [-0.1, 0.0, 0.0], [0.0, -0.1, 0.0], [0.0, 0.0, 0.2], [0.1, 0.1, 0.1], [0.0, 0.1, 0.0], [-0.1, 0.0, 0.0], [-0.1, -0.1, 0.0], [0.0, 0.0, 0.0], [0.0, 0.0, 0.0], [-0.1, 0.0, 0.0], [0.1, 0.0, 0.1], [-0.1, 0.0, 0.1], [0.0, -0.1, -0.1], [0.0, 0.0, 0.2], [0.1, -0.2, 0.0], [0.1, 0.1, 0.0], [0.1, 0.0, 0.0], [0.0, -0.1, -0.1], [0.0, -0.1, 0.0], [0.1, -0.1, -0.2], [0.1, 0.0, 0.1], [0.0, -0.1, -0.1], [0.1, 0.0, 0.0], [0.5, -0.1, 0.0], [-0.1, -0.1, 0.2], [0.0, 0.0, -0.2], [0.1, 0.2, 0.1], [0.0, 0.1, 0.0], [0.0, 0.2, -0.2], [0.0, 0.0, 0.1], [0.0, 0.0, 0.0], [0.0, 0.0, 0.0], [0.0, -0.1, -0.1], [-0.1, 0.0, 0.0], [0.1, 0.2, -0.1], [-0.3, -0.1, 0.2], [0.1, 0.0, 0.1], [0.2, -0.1, -0.1], [0.0, 0.0, 0.0], [0.0, 0.0, 0.0], [0.0, 0.0, 0.0], [0.0, 0.0, 0.0], [-0.1, 0.0, -0.1], [0.0, -0.1, 0.0], [0.0, 0.0, 0.0], [0.0, 0.1, 0.0], [0.0, -0.1, 0.0], [0.0, 0.1, -0.3], [0.1, 0.0, 0.0], [0.0, 0.0, 0.2], [0.0, 0.1, 0.0], [0.0, 0.0, 0.0], [0.0, 0.0, 0.0], [0.0, 0.0, 0.0], [-0.1, 0.0, -0.1], [0.0, 0.0, 0.0], [0.0, 0.0, 0.0], [0.0, 0.0, 0.0], [0.0, -0.1, -0.1], [0.0, -0.1, 0.2], [0.0, 0.0, -0.1], [0.0, 0.1, -0.1], [0.0, 0.0, 0.0], [0.0, 0.0, 0.0], [0.0, 0.0, 0.0], [0.0, 0.0, 0.0], [0.0, 0.0, 0.0], [0.0, 0.0, 0.0], [0.0, 0.0, 0.0], [0.0, 0.0, 0.0], [0.0, -0.1, 0.1], [0.2, 0.0, -0.2], [0.0, 0.1, 0.1], [-0.1, 0.1, 0.1], [0.0, 0.0, -0.1], [0.0, 0.0, 0.0], [0.0, 0.0, 0.0], [0.0, 0.0, 0.1], [0.0, 0.0, 0.0], [0.0, 0.0, 0.0], [0.0, 0.0, 0.0], [0.0, 0.0, 0.0], [0.0, -0.1, 0.0], [-0.1, 0.2, 0.0], [0.0, -0.1, -0.1], [0.0, 0.0, 0.0], [0.0, 0.0, 0.0], [0.0, 0.0, 0.0], [0.0, 0.0, 0.0], [0.0, 0.0, 0.0], [0.0, 0.0, 0.0], [0.0, 0.0, 0.0], [0.0, 0.0, 0.0], [0.0, 0.0, 0.0], [0.0, 0.0, 0.1], [0.1, -0.1, -0.1], [0.0, 0.1, 0.0], [0.0, 0.1, 0.0], [0.0, 0.0, -0.1], [0.0, 0.0, 0.0], [0.0, 0.0, 0.0], [0.0, 0.0, 0.0], [0.0, 0.0, 0.0], [0.0, 0.0, 0.0], [0.0, 0.0, 0.0], [0.0, 0.0, 0.0]]}


# 2
{"formula": "C6H10O", "method": "wB97M-V/def2-TZVPD", "de_lowest_kcal_mol": 200.3, "homo_ev": -7.5, "elements": ["O", "C", "C", "C", "C", "C", "C", "H", "H", "H", "H", "H", "H", "H", "H", "H", "H"], "xyz": [[3.889, -0.177, 0.761], [2.735, -0.383, 0.340], [1.475, 0.424, 0.342], [0.481, 0.012, -0.760], [-0.526, -0.881, -0.212], [-2.222, 0.944, 0.353], [-1.875, -0.459, 0.173], [2.557, -1.346, -0.207], [1.621, 1.478, 0.562], [1.591, -0.410, 1.158], [-0.497, 0.545, -0.988], [0.924, 0.168, -1.740], [-2.392, 0.009, -0.760], [-0.658, -1.756, -0.845], [-3.248, 1.361, 0.270], [-1.477, 1.662, 0.753], [-2.377, -1.191, 0.801]], "forces_ev_per_a": [[-2.8, 0.2, -0.2], [3.7, 0.1, -2.8], [1.5, -0.4, -0.3], [-0.8, 2.4, 1.4], [-2.8, -3.5, -1.7], [-0.2, 1.4, 0.9], [2.9, -0.1, 1.6], [-0.1, 0.1, 0.5], [-0.1, -0.3, 0.8], [-2.9, 1.4, 1.3], [1.4, 2.7, 0.3], [0.3, -1.8, -0.3], [0.1, 0.4, -1.2], [0.2, -1.1, 0.9], [0.7, -0.9, 0.7], [-0.3, -0.3, -1.1], [-0.7, -0.4, -0.7]]}


# 3
{"formula": "C14H16N4OS", "method": "wB97M-V/def2-TZVPD", "de_lowest_kcal_mol": 0.0, "homo_ev": -8.2, "elements": ["O", "C", "N", "C", "C", "H", "C", "C", "H", "H", "H", "H", "H", "H", "H", "C", "H", "H", "S", "C", "N", "N", "C", "N", "C", "C", "C", "C", "C", "C", "H", "H", "H", "H", "H", "H"], "xyz": [[0.928, 0.092, 2.951], [0.701, 1.034, 2.219], [1.382, 1.227, 1.075], [1.251, 2.318, 0.129], [2.240, 1.974, -0.988], [1.744, 1.386, -1.761], [3.288, 1.117, -0.280], [2.440, 0.306, 0.692], [2.008, -0.576, 0.206], [2.977, -0.023, 1.583], [3.985, 1.752, 0.268], [3.851, 0.488, -0.965], [2.662, 2.865, -1.449], [1.517, 3.269, 0.608], [0.227, 2.394, -0.249], [-0.335, 2.100, 2.559], [-0.742, 2.589, 1.677], [0.103, 2.840, 3.230], [-1.717, 1.353, 3.480], [-2.075, 0.106, 2.339], [-2.911, -0.886, 2.576], [-2.860, -1.608, 1.446], [-2.001, -1.037, 0.571], [-1.503, 0.059, 1.115], [-1.667, -1.538, -0.746], [-2.272, -2.671, -1.287], [-1.911, -3.113, -2.546], [-0.947, -2.437, -3.276], [-0.343, -1.309, -2.744], [-0.700, -0.860, -1.488], [-0.247, 0.014, -1.051], [0.408, -0.781, -3.314], [-0.669, -2.789, -4.258], [-2.383, -3.992, -2.960], [-3.027, -3.209, -0.732], [-3.400, -2.454, 1.370]], "forces_ev_per_a": [[0.0, -0.2, 0.2], [0.1, 0.3, 0.0], [0.4, -0.1, -0.2], [-0.2, 0.4, -0.1], [0.1, 0.0, 0.1], [0.0, 0.0, -0.1], [-0.2, -0.1, 0.0], [0.2, -0.3, 0.2], [0.1, 0.0, 0.0], [0.0, 0.0, -0.1], [0.0, 0.0, 0.0], [0.1, 0.0, 0.0], [-0.1, 0.0, -0.1], [-0.1, 0.0, -0.1], [0.0, 0.0, 0.0], [-0.5, -0.4, 0.2], [0.2, 0.0, 0.0], [0.0, 0.0, 0.0], [0.2, 0.5, 0.4], [-0.4, -0.6, -0.4], [-0.1, 0.2, 0.7], [0.4, 0.2, -0.5], [-0.3, 0.1, 0.7], [-0.1, -0.2, -0.5], [0.1, -0.3, -0.6], [0.1, 0.2, 0.1], [0.0, -0.1, -0.1], [0.0, 0.0, 0.0], [0.0, 0.0, -0.1], [-0.1, -0.1, 0.1], [0.1, 0.1, 0.0], [0.1, 0.1, 0.0], [0.0, 0.0, -0.1], [0.0, -0.1, 0.0], [-0.1, -0.1, 0.0], [0.1, 0.1, 0.0]]}


# 4
{"formula": "C3HN4O4P", "method": "wB97M-V/def2-TZVPD", "homo_ev": -9.9, "elements": ["C", "C", "C", "N", "N", "N", "N", "O", "O", "O", "O", "P", "H"], "xyz": [[1.042, -0.894, 0.530], [0.791, 1.379, -0.404], [-0.236, -1.627, 0.923], [1.343, 0.150, 1.275], [1.481, -0.701, -0.788], [1.297, 1.304, 0.759], [1.337, 0.470, -1.237], [-2.792, 1.134, -0.213], [-0.376, 1.960, -0.616], [-0.903, -0.323, -1.585], [-1.197, -0.885, 0.799], [-1.479, 0.666, -0.690], [-0.309, -2.633, 1.249]], "forces_ev_per_a": [[0.7, 0.8, -1.7], [1.0, -2.0, -1.9], [1.2, 2.1, -1.0], [-0.1, -2.7, 2.6], [-0.4, -2.6, 1.0], [0.5, 4.0, 2.3], [0.0, 1.6, -1.0], [1.8, -0.7, -0.6], [-0.9, -0.1, -0.1], [-1.5, 0.1, -0.5], [-0.2, -0.9, 1.0], [-1.9, 1.4, -0.5], [-0.2, -1.0, 0.4]]}